No. 1
Formula: C36H34N4O5
Source: OMol25
Level of theory: ωB97M-V with the def2-TZVPD basis set

Its total charge is 0. For the energy above the lowest of the compared OMol25 structures with the same formula, charge and spin, the calculation gives 0.0 kJ/mol. The multiplicity is 1.

Atoms and positions in Å:
C (-2.05, 7.25, 5.23)
O (-0.65, 7.27, 5.34)
C (0.09, 7.05, 4.23)
C (-0.42, 6.80, 2.96)
C (0.44, 6.59, 1.89)
C (1.81, 6.63, 2.07)
C (2.74, 6.46, 0.91)
O (3.36, 7.40, 0.44)
N (2.84, 5.21, 0.42)
C (2.22, 4.04, 0.99)
C (2.68, 2.87, 0.10)
C (1.68, 2.42, -0.97)
C (1.57, 0.95, -0.65)
C (0.81, -0.01, -1.43)
C (0.12, 0.40, -2.57)
C (-0.58, -0.53, -3.32)
C (-0.60, -1.86, -2.95)
C (0.08, -2.27, -1.80)
N (0.04, -3.63, -1.49)
C (0.30, -4.24, -0.29)
O (0.74, -3.67, 0.68)
C (-0.04, -5.72, -0.30)
C (-1.53, -5.89, 0.06)
C (-1.97, -7.33, 0.23)
C (-3.24, -7.56, 0.75)
C (-3.72, -8.85, 0.90)
C (-2.93, -9.93, 0.52)
C (-1.67, -9.71, 0.00)
C (-1.19, -8.42, -0.15)
C (-2.39, -5.21, -0.98)
C (-2.59, -5.82, -2.22)
C (-3.33, -5.18, -3.20)
C (-3.88, -3.93, -2.96)
C (-3.69, -3.33, -1.72)
C (-2.95, -3.97, -0.74)
C (0.78, -1.35, -1.05)
N (2.24, 0.62, 0.38)
O (2.89, 1.69, 0.91)
C (4.02, 3.37, -0.45)
C (3.82, 4.87, -0.61)
C (3.32, 5.26, -2.02)
N (3.23, 6.58, -2.19)
O (3.05, 4.44, -2.87)
C (2.33, 6.89, 3.34)
C (1.48, 7.10, 4.40)
H (-2.42, 6.28, 4.90)
H (-2.43, 7.45, 6.24)
H (-2.41, 8.03, 4.55)
H (-1.49, 6.78, 2.79)
H (0.03, 6.42, 0.91)
H (1.13, 4.13, 1.01)
H (2.57, 3.87, 2.02)
H (2.06, 2.61, -1.98)
H (0.71, 2.91, -0.87)
H (0.14, 1.43, -2.88)
H (-1.11, -0.21, -4.21)
H (-1.15, -2.58, -3.54)
H (-0.42, -4.20, -2.19)
H (0.57, -6.21, 0.46)
H (0.16, -6.15, -1.28)
H (-1.69, -5.38, 1.02)
H (-3.85, -6.72, 1.04)
H (-4.70, -9.01, 1.31)
H (-3.31, -10.94, 0.64)
H (-1.06, -10.54, -0.29)
H (-0.21, -8.27, -0.56)
H (-2.17, -6.79, -2.41)
H (-3.48, -5.66, -4.15)
H (-4.45, -3.43, -3.72)
H (-4.11, -2.35, -1.53)
H (-2.80, -3.49, 0.21)
H (1.31, -1.65, -0.16)
H (4.27, 2.90, -1.40)
H (4.80, 3.15, 0.27)
H (4.74, 5.44, -0.42)
H (2.89, 6.94, -3.06)
H (3.41, 7.21, -1.41)
H (3.40, 6.94, 3.48)
H (1.86, 7.30, 5.39)

And the Mulliken charges, in e, turn out to be: atom 1 (C): -0.8273, atom 2 (O): -0.4538, atom 3 (C): 0.9306, atom 4 (C): -0.4835, atom 5 (C): -0.3874, atom 6 (C): -0.0967, atom 7 (C): 0.2081, atom 8 (O): -0.7952, atom 9 (N): 0.2574, atom 10 (C): -1.6916, atom 11 (C): 2.2634, atom 12 (C): -1.2630, atom 13 (C): 0.2919, atom 14 (C): 0.3150, atom 15 (C): -0.5900, atom 16 (C): -1.4111, atom 17 (C): -0.4160, atom 18 (C): 0.3710, atom 19 (N): 0.0118, atom 20 (C): 0.1436, atom 21 (O): -0.6425, atom 22 (C): -1.3068, atom 23 (C): 0.7459, atom 24 (C): -0.5564, atom 25 (C): -0.3751, atom 26 (C): -0.6748, atom 27 (C): -0.4382, atom 28 (C): -0.7980, atom 29 (C): 0.0555, atom 30 (C): -0.3210, atom 31 (C): 0.1590, atom 32 (C): -0.8190, atom 33 (C): -0.5330, atom 34 (C): -0.6696, atom 35 (C): 0.1096, atom 36 (C): -0.2737, atom 37 (N): -0.5886, atom 38 (O): -0.4112, atom 39 (C): -1.7068, atom 40 (C): 0.0158, atom 41 (C): 0.2986, atom 42 (N): -0.3018, atom 43 (O): -0.6677, atom 44 (C): -0.2635, atom 45 (C): -0.7566, atom 46 (H): 0.3342, atom 47 (H): 0.2384, atom 48 (H): 0.3351, atom 49 (H): 0.3852, atom 50 (H): 0.5191, atom 51 (H): 0.4723, atom 52 (H): 0.3333, atom 53 (H): 0.5838, atom 54 (H): 0.4455, atom 55 (H): 0.4467, atom 56 (H): 0.3732, atom 57 (H): 0.4309, atom 58 (H): 0.2206, atom 59 (H): 0.6238, atom 60 (H): 0.4136, atom 61 (H): 0.5885, atom 62 (H): 0.3808, atom 63 (H): 0.3849, atom 64 (H): 0.3843, atom 65 (H): 0.3979, atom 66 (H): 0.3661, atom 67 (H): 0.4758, atom 68 (H): 0.4080, atom 69 (H): 0.4207, atom 70 (H): 0.4247, atom 71 (H): 0.4321, atom 72 (H): 0.8258, atom 73 (H): 0.3765, atom 74 (H): 0.4299, atom 75 (H): 0.5062, atom 76 (H): 0.2428, atom 77 (H): 0.2578, atom 78 (H): 0.4604, atom 79 (H): 0.4240

---

No. 2
Formula: C36H34N8O3RuS2
Source: OMol25
Level of theory: ωB97M-V with the def2-TZVPD basis set

Its total charge is +1. The value obtained for the electronic energy is -2946.8962 Eh. The multiplicity is 6.

Atoms and positions in Å:
Ru (-2.00, 0.39, -0.69)
C (8.57, 0.55, 7.97)
O (7.19, 0.52, 8.33)
C (6.29, 0.50, 7.30)
C (6.59, 0.51, 5.94)
C (5.55, 0.49, 5.00)
C (4.21, 0.46, 5.38)
C (3.92, 0.45, 6.76)
C (4.95, 0.47, 7.70)
C (3.16, 0.44, 4.35)
N (3.37, 0.43, 3.05)
C (2.12, 0.42, 2.45)
C (1.13, 0.42, 3.41)
N (1.81, 0.43, 4.60)
C (-0.24, 0.41, 3.07)
C (-1.21, 0.41, 4.09)
C (-2.55, 0.40, 3.74)
C (-2.86, 0.39, 2.40)
N (-1.94, 0.39, 1.41)
C (-0.61, 0.40, 1.71)
C (0.39, 0.40, 0.70)
N (0.10, 0.39, -0.64)
C (1.10, 0.39, -1.55)
C (2.44, 0.40, -1.22)
C (2.78, 0.41, 0.12)
C (1.75, 0.41, 1.09)
H (9.15, 0.56, 8.90)
H (8.81, 1.46, 7.41)
H (8.85, -0.35, 7.41)
H (7.61, 0.53, 5.58)
H (5.81, 0.49, 3.94)
H (2.90, 0.43, 7.13)
H (4.71, 0.46, 8.76)
H (1.39, 0.44, 5.52)
H (-0.94, 0.42, 5.14)
H (-3.33, 0.40, 4.49)
H (-3.90, 0.38, 2.06)
H (0.78, 0.38, -2.58)
H (3.21, 0.40, -1.99)
H (3.82, 0.42, 0.42)
C (-4.81, 2.54, -8.69)
C (-4.00, 1.92, -7.60)
C (-4.61, 1.47, -6.41)
C (-3.84, 0.89, -5.40)
C (-2.46, 0.76, -5.57)
C (-1.84, 1.21, -6.74)
C (-2.61, 1.78, -7.75)
S (-1.47, 0.01, -4.25)
O (-0.10, 0.40, -4.61)
O (-1.76, -1.40, -4.48)
N (-2.00, 0.57, -2.85)
C (-1.74, 2.00, -2.32)
C (-1.23, 2.95, -3.22)
C (-1.00, 4.28, -2.83)
C (-1.25, 4.72, -1.53)
C (-1.74, 3.84, -0.60)
N (-2.00, 2.55, -0.88)
H (-5.88, 2.51, -8.46)
H (-4.66, 2.01, -9.63)
H (-4.53, 3.59, -8.82)
H (-5.68, 1.57, -6.27)
H (-4.31, 0.54, -4.49)
H (-0.77, 1.09, -6.87)
H (-2.12, 2.12, -8.66)
H (-1.00, 2.70, -4.25)
H (-0.60, 4.97, -3.57)
H (-1.05, 5.75, -1.26)
H (-1.94, 4.14, 0.42)
S (-2.00, -2.08, -0.69)
C (-2.00, -3.74, -0.70)
N (-2.69, -4.45, 0.24)
C (-2.86, -5.88, 0.19)
C (-1.66, -6.56, -0.43)
C (-1.38, -5.88, -1.76)
N (-1.29, -4.45, -1.61)
H (-3.26, -3.90, 0.87)
H (-3.77, -6.09, -0.39)
H (-3.02, -6.24, 1.22)
H (-1.83, -7.63, -0.56)
H (-0.79, -6.44, 0.23)
H (-2.18, -6.09, -2.48)
H (-0.44, -6.24, -2.19)
H (-0.83, -3.90, -2.33)
H (-3.83, 0.39, -0.69)

And the Mulliken charges, in e, turn out to be: atom 1 (Ru): 0.2542, atom 2 (C): -0.8192, atom 3 (O): -0.4413, atom 4 (C): 0.8178, atom 5 (C): -0.3474, atom 6 (C): -0.8456, atom 7 (C): 0.3621, atom 8 (C): -0.3869, atom 9 (C): -0.7624, atom 10 (C): 0.1260, atom 11 (N): -0.8249, atom 12 (C): 0.9603, atom 13 (C): -0.0049, atom 14 (N): -0.1067, atom 15 (C): 0.1238, atom 16 (C): -0.6634, atom 17 (C): -0.8717, atom 18 (C): -0.6953, atom 19 (N): -0.0708, atom 20 (C): 1.0458, atom 21 (C): 0.0097, atom 22 (N): 0.4017, atom 23 (C): -0.3703, atom 24 (C): -1.1606, atom 25 (C): -0.3879, atom 26 (C): 0.0847, atom 27 (H): 0.2407, atom 28 (H): 0.3356, atom 29 (H): 0.3344, atom 30 (H): 0.4023, atom 31 (H): 0.4285, atom 32 (H): 0.2658, atom 33 (H): 0.4081, atom 34 (H): 0.1480, atom 35 (H): 0.3835, atom 36 (H): 0.4629, atom 37 (H): 0.5300, atom 38 (H): 0.4011, atom 39 (H): 0.5209, atom 40 (H): 0.5655, atom 41 (C): -1.4130, atom 42 (C): 1.0008, atom 43 (C): -0.8054, atom 44 (C): -0.5887, atom 45 (C): -0.2232, atom 46 (C): -0.3631, atom 47 (C): -0.6035, atom 48 (S): 1.4039, atom 49 (O): -0.7471, atom 50 (O): -0.7504, atom 51 (N): -0.2646, atom 52 (C): 1.2533, atom 53 (C): -0.6019, atom 54 (C): -0.5094, atom 55 (C): -0.6630, atom 56 (C): -0.1777, atom 57 (N): -0.3913, atom 58 (H): 0.3361, atom 59 (H): 0.3500, atom 60 (H): 0.3149, atom 61 (H): 0.3030, atom 62 (H): 0.4745, atom 63 (H): 0.4698, atom 64 (H): 0.3793, atom 65 (H): 0.2469, atom 66 (H): 0.4336, atom 67 (H): 0.3980, atom 68 (H): 0.4435, atom 69 (S): -0.0841, atom 70 (C): 0.1850, atom 71 (N): -0.0981, atom 72 (C): -0.6011, atom 73 (C): -0.5077, atom 74 (C): -0.6153, atom 75 (N): -0.0765, atom 76 (H): 0.2212, atom 77 (H): 0.2967, atom 78 (H): 0.3549, atom 79 (H): 0.3357, atom 80 (H): 0.2862, atom 81 (H): 0.3009, atom 82 (H): 0.3719, atom 83 (H): 0.2257, atom 84 (H): -0.1548